The following is a DFT calculation (ωB97M-V/def2-TZVPD) of C57H38IrN5 as an isolated structure.

The value obtained for the energy above the lowest of the compared OMol25 structures with the same formula, charge and spin is 0.0 kJ/mol. As for the LUMO energy (spin up / spin down): -0.150 / -0.151 hartree. The HOMO energy (spin up / spin down) is -9.4125 / -9.5083 eV. The HOMO-LUMO gap (spin up / spin down) is 5.32 / 5.39 eV.

ORCA input file:
```
! RIJCOSX wB97M-V def2-TZVPD def2/J DEFGRID3
* xyz 1 2
Ir 0.4073 -0.2282 -0.8751
N -0.5599 -1.9625 -1.1931
N 1.3992 1.5284 -0.6624
N 0.3488 -0.3714 1.0760
N 2.1193 -1.2595 -0.8190
N -1.4682 0.7932 -1.0923
C -1.7956 -2.1115 -1.8417
C -4.1743 2.1548 0.7541
C -1.6910 0.9569 1.4129
C 1.4300 -7.2372 1.6437
C 2.4697 -6.8727 0.8005
C -6.0801 -1.8955 -3.3049
C -4.9439 -1.6278 -2.5567
C -0.0994 -3.1773 -0.9073
C 1.3413 -4.8116 0.2333
C 1.2023 -3.4913 -0.4307
C 7.7760 1.8471 -0.4334
C 3.3681 -0.7022 -0.8357
C 2.7207 1.6536 -0.5050
C 5.9041 0.6460 0.4780
C 0.4031 -0.1240 5.9985
C -1.0669 -4.1825 -1.3463
C -3.4405 2.5695 1.8915
C -2.2425 1.9285 2.2127
C -0.6912 4.6631 1.4158
C 0.3522 -6.3775 1.8019
C -4.7971 -1.7054 -5.3257
C 0.8082 2.7367 -0.2697
C -1.2496 5.7732 2.0245
C 5.1139 1.0394 -0.5986
C -0.5042 3.0462 -0.4528
C 6.9940 2.2473 -1.5065
C -2.3463 1.3096 -3.1381
C 1.8698 3.6376 0.1528
C 1.0966 0.3425 3.7463
C -2.3721 0.5449 0.1495
C -0.8895 -0.3570 5.5522
C -0.2004 0.1200 3.2943
C 2.4301 -5.6719 0.1091
C -3.7276 -1.3983 -3.1907
C -0.4888 0.2202 1.8277
C -2.0881 -3.5312 -1.9268
C -1.1930 -0.2297 4.2065
C -6.0083 -1.9314 -4.6899
C -2.6868 6.0837 0.1305
C -2.2452 6.4932 1.3805
C 3.0338 2.9963 -0.0349
C -1.1039 4.2574 0.1428
C 4.3454 -1.7819 -0.8383
C 1.3953 0.2279 5.0946
C -2.1332 0.2881 -2.2715
C 3.6733 -2.9281 -0.6517
C -3.7040 1.1865 -0.0622
C -2.1304 4.9717 -0.4787
C -3.6584 -1.4408 -4.5800
C 0.3138 -5.1795 1.1093
C 5.6693 1.8481 -1.5873
C -1.2913 2.1966 -1.3497
C 3.6820 0.6340 -0.6877
C -1.8001 2.5012 -2.5651
C -2.5102 -1.0982 -2.3893
C 7.2295 1.0463 0.5589
C 2.2515 -2.6111 -0.6213
H 5.4070 -1.6511 -0.9572
H -2.4651 -0.5487 0.1411
H -0.4548 -6.6289 2.4765
H -2.2028 -0.4116 3.8616
H -2.9584 -3.9475 -2.4062
H -4.9981 -1.6065 -1.4745
H -2.5084 4.6622 -1.4405
H 5.0597 2.1572 -2.4279
H -2.6846 7.3594 1.8555
H 5.4729 0.0298 1.2578
H 4.1034 -3.9140 -0.6354
H 0.6363 -0.2177 7.0501
H -0.9189 -5.2456 -1.2639
H -0.9174 6.0662 3.0117
H 1.7254 4.6596 0.4550
H 1.4643 -8.1770 2.1774
H 4.0295 3.3737 0.1222
H 3.2596 -5.4384 -0.5476
H -4.2838 0.8597 -0.9162
H 2.4035 0.4110 5.4410
H -7.0212 -2.0792 -2.8049
H -0.5074 -4.4933 1.2849
H -2.7077 -1.2839 -5.0752
H -1.7302 2.2010 3.1248
H 1.8641 0.6026 3.0284
H 3.3209 -7.5275 0.6725
H -2.8134 1.2218 -4.1043
H -5.1339 2.6095 0.5475
H 8.8093 2.1596 -0.3700
H 7.4170 2.8688 -2.2842
H 0.0442 4.0749 1.9495
H -6.8943 -2.1416 -5.2726
H 7.8341 0.7363 1.4003
H -1.6622 -0.6402 6.2537
H -3.8160 3.3618 2.5230
H -3.4713 6.6318 -0.3737
H -1.7328 3.4578 -3.0538
H -4.7351 -1.7444 -6.4046
*
```

Results of the Mulliken charge analysis, in e, for atoms 1 through 5: Ir 1.2038; N -0.1921; N -0.0443; N -0.9193; N -0.1211